Formula: C29H49BrN4O4SbSi3Ti
Source: the Open Molecules 2025 dataset
Level of theory: ωB97M-V/def2-TZVPD

Calculated values
Calculated total energy: -168353.66994 eV
Frontier orbital gap (alpha / beta): 4.038 / 7.191 eV
Relative energy (zero: lowest compared OMol25 entry of this formula, charge and spin): 0.0 kcal per mole
M: 851.524 g/mol
LUMO energy (alpha / beta): 2.47 / 2.45 eV

```
! wB97M-V def2-TZVPD RIJCOSX def2/J DEFGRID3
* xyz -1 3
Ti 0.206 -0.265 3.429
C -2.380 -2.298 5.808
C -1.566 -2.034 4.584
O -0.468 -1.316 4.774
C -1.884 -2.602 3.358
C -1.026 -2.624 2.231
C -1.199 -3.650 1.160
N 0.014 -1.784 2.218
N 1.099 -1.985 1.418
C 2.120 -1.314 1.927
O 1.949 -0.543 2.993
C 3.464 -1.471 1.424
C 3.775 -2.387 0.407
C 5.093 -2.560 0.005
C 6.118 -1.831 0.598
C 5.818 -0.927 1.613
C 4.506 -0.753 2.026
H -2.811 -1.360 6.215
H -1.718 -2.728 6.592
H -3.199 -3.006 5.580
H -2.790 -3.235 3.337
H -1.949 -4.397 1.472
H -0.217 -4.141 0.975
H -1.526 -3.181 0.212
H 2.964 -2.972 -0.046
H 5.321 -3.281 -0.783
H 7.151 -1.987 0.277
H 6.614 -0.351 2.097
H 4.272 -0.068 2.852
N -3.125 -0.107 1.633
C -2.290 0.855 2.181
O -1.353 0.488 2.964
C -2.412 2.253 1.685
C -1.343 3.192 2.253
H -2.944 -1.052 2.027
H -4.131 0.121 1.684
H -3.424 2.644 1.930
H -2.351 2.236 0.573
H -1.421 3.219 3.359
H -1.528 4.222 1.898
O 3.399 4.228 2.391
C 2.412 3.368 2.024
C 2.671 2.185 1.324
C 1.593 1.419 0.941
N 0.327 1.699 1.238
C 0.075 2.835 1.914
Br 0.813 1.525 5.013
C 1.089 3.703 2.297
H 4.282 3.829 2.198
H 3.701 1.879 1.078
H 1.753 0.524 0.336
H 0.856 4.624 2.851
C -4.452 0.052 -1.840
Si -2.832 -0.483 -2.707
C -2.964 0.239 -4.479
C -3.015 -2.373 -2.962
Sb -0.902 0.091 -1.027
Si -0.515 2.385 -2.283
C -2.142 3.405 -2.333
C 0.049 2.337 -4.120
C 0.757 3.582 -1.496
Si 0.839 -1.169 -2.543
C 0.823 -2.992 -1.986
C 2.596 -0.453 -2.305
C 0.621 -1.275 -4.454
H -5.350 -0.356 -2.346
H -4.548 1.160 -1.810
H -4.454 -0.300 -0.789
H -3.920 -0.078 -4.960
H -2.127 -0.103 -5.123
H -2.941 1.350 -4.482
H -4.023 -2.627 -3.356
H -2.883 -2.926 -2.004
H -2.252 -2.759 -3.666
H -2.970 2.857 -2.825
H -1.989 4.351 -2.904
H -2.492 3.668 -1.311
H -0.619 1.710 -4.750
H 1.080 1.943 -4.225
H 0.030 3.372 -4.547
H 0.397 3.978 -0.519
H 0.938 4.448 -2.175
H 1.739 3.086 -1.313
H 0.902 -3.046 -0.878
H 1.675 -3.555 -2.431
H -0.120 -3.497 -2.285
H 2.979 -0.678 -1.286
H 2.627 0.645 -2.449
H 3.308 -0.901 -3.036
H -0.382 -1.659 -4.732
H 1.386 -1.979 -4.865
H 0.749 -0.287 -4.947
*
```